(1)
{
  "formula": "C28H11F19GeKN3OS2",
  "method": "the ωB97M-V functional and the def2-TZVPD basis",
  "de_lowest_kcal_mol": 0.0,
  "largest_force_ha_per_bohr": 0.013,
  "charge": -2,
  "species": ["Ge", "K", "S", "S", "F", "F", "F", "F", "F", "F", "F", "F", "F", "F", "F", "F", "F", "F", "F", "F", "F", "F", "F", "O", "N", "N", "N", "C", "C", "C", "C", "C", "C", "C", "C", "C", "C", "C", "C", "C", "C", "C", "C", "C", "C", "C", "C", "C", "C", "C", "C", "C", "C", "C", "C", "H", "H", "H", "H", "H", "H", "H", "H", "H", "H", "H"],
  "xyz": [[-1.3619, -1.7541, 0.1073], [0.9970, 3.5525, 0.9123], [0.2241, -0.5072, 0.6368], [-1.0491, 5.6414, 1.5705], [2.3530, 3.1496, 3.0646], [6.8938, 0.1641, 2.7230], [-4.1502, -2.5964, 1.7118], [-0.3587, -1.7753, -5.2130], [5.9158, 1.1615, 0.5073], [-4.6683, 2.2810, -0.5931], [-2.7040, -3.0327, -5.7624], [-1.0244, -4.8793, -0.8672], [-3.6840, -3.1738, -1.1764], [-4.3802, -3.7335, -3.7188], [-1.1122, -7.0052, 3.3013], [-0.9016, -7.1110, 0.5835], [0.3271, -1.2183, -2.6954], [-2.4133, 0.8797, -0.9676], [3.4249, 2.1178, 5.2594], [-6.6737, 1.2641, 0.9488], [-1.4685, -4.5957, 4.5319], [-1.6227, -2.3518, 3.0675], [-6.3838, -1.1919, 2.0892], [-1.2889, 4.1655, 1.6494], [3.4654, 2.8083, 0.5974], [0.1192, 6.2054, 0.8904], [1.7321, 3.1881, -1.7951], [-1.1961, -5.8828, 2.5757], [-2.8314, -2.8237, -2.1605], [-1.1716, -4.7546, 0.4652], [3.9627, 2.6074, -0.7372], [-4.2020, -1.3698, 1.1631], [-3.1383, -0.8766, 0.4276], [-4.5124, 1.0963, 0.0056], [-1.3749, -4.6554, 3.1984], [3.5015, 2.4155, 2.9399], [-2.3677, -2.7648, -4.4936], [-1.1734, -2.1236, -4.2076], [-1.4525, -3.5085, 2.4218], [-1.0897, -5.9328, 1.1967], [-1.6450, -2.1909, -1.8262], [4.0568, 2.2410, 1.6238], [5.2381, 1.4354, 1.6639], [1.0851, 4.1183, -2.6853], [-3.3456, 0.3602, -0.1594], [-5.5359, 0.5780, 0.7817], [-3.2183, -3.1182, -3.4556], [3.1649, 3.4418, -1.7417], [1.4295, 1.8173, -2.1514], [-0.8325, -1.8430, -2.8867], [-1.3700, -3.5173, 1.0389], [5.1980, 1.1052, 4.0680], [4.0406, 1.8801, 4.0741], [5.7594, 0.9096, 2.8215], [-5.3847, -0.6703, 1.3624], [3.2994, 4.4994, -1.5005], [0.3489, 1.6798, -2.2134], [1.2597, 5.1382, -2.3456], [1.7888, 1.1278, -1.3916], [5.0108, 2.9211, -0.8663], [3.9447, 1.5552, -1.0519], [1.8762, 1.5345, -3.1223], [5.6080, 0.6772, 4.9657], [0.0100, 3.9425, -2.6831], [1.4468, 4.0253, -3.7290], [3.6048, 3.2726, -2.7484]]
}

(2)
{
  "formula": "C38H90N10O10",
  "method": "the ωB97M-V functional and the def2-TZVPD basis",
  "largest_force_ha_per_bohr": 0.074,
  "charge": -2,
  "total_energy_ha": -2801.59531,
  "species": ["O", "O", "O", "O", "O", "O", "O", "O", "O", "O", "N", "N", "N", "N", "N", "N", "N", "N", "N", "N", "C", "C", "C", "C", "C", "C", "C", "C", "C", "C", "C", "C", "C", "C", "C", "C", "C", "C", "C", "C", "C", "C", "C", "C", "C", "C", "C", "C", "C", "C", "C", "C", "C", "C", "C", "C", "C", "C", "H", "H", "H", "H", "H", "H", "H", "H", "H", "H", "H", "H", "H", "H", "H", "H", "H", "H", "H", "H", "H", "H", "H", "H", "H", "H", "H", "H", "H", "H", "H", "H", "H", "H", "H", "H", "H", "H", "H", "H", "H", "H", "H", "H", "H", "H", "H", "H", "H", "H", "H", "H", "H", "H", "H", "H", "H", "H", "H", "H", "H", "H", "H", "H", "H", "H", "H", "H", "H", "H", "H", "H", "H", "H", "H", "H", "H", "H", "H", "H", "H", "H", "H", "H", "H", "H", "H", "H", "H", "H"],
  "xyz": [[-2.6272, -7.5123, 0.3213], [-7.3827, 1.4079, 0.5245], [2.2563, -1.9115, 0.8599], [2.1124, -5.2092, 0.9070], [-1.0916, 5.0387, -2.6462], [-3.8405, -1.8624, 5.1614], [4.4185, -1.2522, 3.2239], [-0.0993, -1.9680, 2.8735], [-3.3516, 3.3177, 2.7061], [3.0741, -2.6778, -3.2307], [-5.4391, 0.2970, 0.8767], [-1.2801, 3.4488, -1.0615], [2.0429, -6.2648, -1.1349], [6.1241, 0.1118, 2.4621], [-2.7678, -5.3051, -0.1900], [-1.8280, 0.7783, -4.0282], [-1.6723, 2.6853, 4.1971], [2.8437, -0.4290, -3.4927], [-3.5436, -3.9837, 4.3050], [2.9571, 5.0876, 0.6359], [-1.3309, -5.0783, 0.0700], [-3.3023, -2.6497, 4.3740], [-0.9939, 2.9223, 5.4280], [2.5637, 3.8935, -0.1065], [-3.2959, -6.5508, -0.0723], [-1.9519, -0.5883, -3.4098], [6.5345, 1.3650, 1.8086], [7.1123, -0.4713, 3.3167], [-4.6155, -4.5700, 5.0742], [1.1089, -1.0279, 0.8217], [2.4647, 0.8133, -2.8642], [-3.0200, -4.7431, 3.2210], [-4.1818, 1.2683, -3.3364], [-0.6112, -1.3178, -3.1137], [1.9149, -6.0318, -2.5598], [5.4653, 4.6898, 0.7411], [2.2892, 2.7388, 0.8396], [2.9657, 6.2202, -0.3048], [-5.6538, -0.7392, -0.1266], [2.2535, -7.6233, -0.6748], [-1.0903, 4.3346, 0.1026], [2.8706, -1.5428, -2.7290], [-0.3971, 2.2792, -5.4566], [-3.6579, -4.1273, -0.3500], [-6.2973, 1.3070, 1.1168], [-0.8892, 0.8663, -5.1536], [4.1969, 4.9594, 1.4691], [-0.2197, -1.5385, 1.5017], [3.0184, -0.3812, -4.9662], [-2.7530, 3.4033, 3.7915], [2.0090, -5.1612, -0.3353], [-1.3100, 1.9608, -0.7707], [-1.1087, 1.7090, 3.3039], [-1.2401, 3.8223, -2.3660], [-4.0888, 0.3606, 1.3697], [4.8324, -0.3469, 2.4733], [-3.1373, 1.3510, -4.4777], [3.0315, 7.5333, 0.4812], [-3.3315, -3.6385, -1.2679], [-5.8533, 1.9712, 1.8744], [7.9538, -0.7827, 2.6979], [1.5995, 4.0356, -0.5944], [-3.6704, -0.5515, 1.7954], [-2.4851, -0.4646, -2.4672], [-0.9165, 0.7745, 3.8310], [-0.6547, 5.2798, -0.2213], [2.0427, 6.1787, -0.8832], [-4.3511, -6.6382, -0.3741], [-4.0545, 1.1808, 2.0869], [-3.8410, -4.9195, 2.5261], [-5.3941, -1.7151, 0.2835], [-3.4465, -3.5462, 0.5476], [1.9889, -4.9612, -2.7507], [3.3486, 3.5330, -0.7714], [1.9605, 1.8900, 0.2400], [-1.9350, 1.4515, -1.5043], [-0.4442, 3.9727, 0.9024], [2.6625, -6.5432, -3.1662], [3.1888, 1.6255, -2.9277], [-0.9109, -4.3467, -0.6203], [-0.2021, 2.0587, 2.8100], [-0.6729, -5.9467, 0.0370], [7.5220, 0.3100, 3.9569], [-2.1896, -4.2984, 2.6725], [0.0310, 0.3170, -4.9549], [1.8917, -4.2087, -0.8749], [-1.6297, 1.8162, 0.2613], [5.4993, 3.7376, 0.2118], [0.3066, 2.5607, -4.6733], [-0.8972, 1.9896, 5.9837], [-3.7183, 0.9079, -5.2865], [3.1592, 2.3745, 1.3860], [-4.6161, 0.2828, -3.1687], [4.2288, 5.9311, 1.9619], [-2.0295, 4.3605, 0.6551], [0.9745, -6.3488, -3.0108], [-5.4950, -4.8619, 4.5003], [-3.0275, 2.3964, -4.7659], [3.9156, 0.1750, -5.2379], [-4.3288, -5.5521, 5.4502], [2.2949, 0.6908, -1.7945], [-1.6082, 3.6346, 5.9788], [-1.2412, 2.9654, -5.3877], [6.8331, 2.1316, 2.5236], [-1.0450, -0.8272, 1.4690], [0.8935, -0.7276, -0.2037], [7.3657, 1.0022, 1.2040], [4.1634, 0.1046, 1.7246], [2.8438, -8.2577, -1.3359], [0.0875, 2.3613, -6.4295], [2.1997, 0.0801, -5.5184], [-4.9139, -3.9852, 5.9443], [-1.7578, 1.4054, 2.4826], [-1.2699, 0.3829, -6.0533], [-2.5746, -5.7163, 3.4276], [-0.9324, -2.2320, -2.6146], [3.3374, -1.3608, -5.3222], [-0.0931, -1.6607, -4.0093], [5.7994, 5.5890, 0.2234], [1.5429, 1.2564, -3.2411], [-0.0127, 3.3943, 5.3776], [4.0079, 7.7760, 0.9005], [-2.4398, -2.3761, 3.7468], [6.2839, 4.6741, 1.4607], [-6.6917, -0.6678, -0.4519], [3.8209, 6.1121, -0.9719], [1.5466, 2.9985, 1.5941], [-3.4148, 0.6420, 0.5606], [-4.7322, -4.3094, -0.3790], [3.9381, 4.1998, 2.2067], [6.7557, -1.3114, 3.9127], [1.2789, -8.0746, -0.4889], [1.4320, -0.0693, 1.2275], [-0.3086, 1.5442, -0.8789], [-3.1340, 4.1234, 4.5321], [2.2160, 7.5967, 1.2017], [-1.2790, 3.0072, -3.1052], [-4.9094, 2.0053, -3.6764], [2.9211, -7.6397, 0.1867], [5.6906, 1.7720, 1.2516], [-5.0191, -0.5269, -0.9869], [0.1491, -0.9301, -2.4356], [-3.7157, 1.6474, -2.4269], [2.9201, 8.3449, -0.2379], [2.6449, -1.3644, -1.6662], [-0.6490, -2.2678, 0.8147], [-1.2000, -4.7872, 1.1122], [-2.5934, -1.2435, -3.9990]]
}